{
  "formula": "C13H19BrClNO2",
  "method": "ωB97M-V/def2-TZVPD",
  "elements": ["C", "O", "C", "C", "C", "N", "H", "C", "C", "H", "H", "C", "H", "O", "C", "C", "C", "C", "C", "C", "Br", "H", "Cl", "H", "H", "H", "H", "H", "H", "H", "H", "H", "H", "H", "H", "H", "H"],
  "positions_angstrom": [[6.299168, -0.521735, -0.121360], [5.167976, -1.353565, -0.083099], [4.096995, -0.934335, -0.895585], [3.354508, 0.302822, -0.375810], [2.774192, 0.068285, 1.030893], [1.582226, -0.748533, 1.112278], [1.637286, -1.536031, 0.478148], [0.302092, -0.093171, 1.027780], [-0.071834, 0.554046, -0.320913], [0.570889, 1.411500, -0.524788], [0.047924, -0.179675, -1.120603], [-1.518435, 1.035313, -0.315222], [-1.694459, 1.689470, 0.549547], [-2.350737, -0.104522, -0.237526], [-3.686677, 0.049497, -0.156419], [-4.376903, 1.257191, -0.176892], [-5.759126, 1.282294, -0.088233], [-6.469840, 0.099997, 0.021282], [-5.808809, -1.120288, 0.043505], [-4.433574, -1.129660, -0.044651], [-3.485251, -2.766662, -0.017793], [-6.357296, -2.044697, 0.129052], [-8.192778, 0.133376, 0.131316], [-6.280948, 2.225553, -0.105369], [-3.841327, 2.188602, -0.263823], [-1.738562, 1.595190, -1.235018], [-0.455358, -0.845926, 1.262210], [0.272543, 0.674113, 1.808641], [3.549618, -0.429884, 1.624074], [2.551652, 1.028563, 1.503255], [2.567112, 0.547185, -1.088750], [4.044015, 1.148262, -0.337509], [4.454751, -0.741478, -1.919781], [3.419490, -1.792413, -0.922263], [6.117810, 0.447645, 0.356273], [6.630957, -0.351530, -1.153530], [7.080701, -1.044792, 0.426698]],
  "forces_ev_per_a": [[0.0229, 0.0449, 0.0079], [-0.0499, -0.1464, 0.1295], [-0.1949, 0.2148, -0.1555], [0.1629, -0.3268, 0.2820], [0.2342, 0.0451, -0.1078], [0.0985, -0.3114, -0.1079], [-0.0547, -0.0454, 0.0993], [-0.1863, 0.0187, -0.2741], [-0.3489, -0.0573, 0.4010], [0.0251, 0.0124, -0.0766], [0.0570, 0.0366, -0.0864], [0.3417, 0.3592, -0.1689], [-0.0395, -0.0152, -0.0712], [-0.0211, -0.0913, 0.0135], [-0.2779, -0.1627, 0.0255], [0.2992, -0.0600, -0.0159], [-0.1618, -0.1841, 0.0208], [0.2975, 0.0912, -0.0248], [0.0575, 0.1320, -0.0101], [0.2802, -0.0826, -0.0178], [-0.1814, -0.0543, 0.0206], [-0.0384, -0.0579, 0.0054], [-0.2454, 0.0081, 0.0157], [-0.0722, 0.0759, 0.0009], [0.0759, 0.0832, -0.0085], [-0.0350, -0.0262, 0.1459], [-0.0429, 0.1481, 0.0583], [-0.1041, -0.0398, 0.0169], [0.0188, 0.2416, 0.0032], [0.0382, -0.0304, 0.0494], [-0.0127, 0.0706, -0.0369], [0.0161, 0.0700, -0.0766], [-0.0493, -0.0950, 0.0847], [-0.0007, 0.0537, -0.1200], [0.0350, -0.0125, -0.0195], [0.0075, 0.0081, 0.0252], [0.0489, 0.0852, -0.0276]],
  "lowdin_charge": [-0.11, -0.20, -0.24, -0.16, -0.22, -0.08, 0.11, -0.23, -0.16, 0.11, 0.12, -0.20, 0.13, -0.11, -0.32, -0.01, -0.10, -0.68, -0.14, -0.59, 0.80, 0.10, 0.67, 0.11, 0.11, 0.13, 0.12, 0.12, 0.11, 0.12, 0.10, 0.10, 0.12, 0.12, 0.08, 0.09, 0.09],
  "lumo_ev": 0.714,
  "smiles": "COCCCNCCCOc1ccc(Cl)cc1Br",
  "homo_energy_ev": -8.54,
  "total_energy_ha": -3746.16647
}


{
  "formula": "C13H19CeN4S",
  "method": "ωB97M-V/def2-TZVPD",
  "elements": ["Ce", "N", "C", "C", "C", "N", "H", "H", "H", "H", "H", "H", "H", "H", "H", "H", "S", "C", "C", "C", "C", "C", "N", "H", "H", "H", "H", "C", "C", "C", "N", "C", "C", "H", "H", "H", "H", "H"],
  "positions_angstrom": [[0.008543, -0.114644, 0.308086], [-1.541497, 0.459372, -1.864464], [-1.143901, 1.744205, -2.516626], [-1.555298, 2.966456, -1.708875], [-0.728529, 3.260286, -0.466154], [-1.017903, 2.314426, 0.658398], [-1.405509, -0.292678, -2.533813], [-2.549429, 0.485736, -1.727034], [-1.578502, 1.805802, -3.512239], [-0.059218, 1.733225, -2.653363], [-2.613538, 2.883744, -1.433244], [-1.493448, 3.836916, -2.362390], [-0.910446, 4.282488, -0.141664], [0.337177, 3.193244, -0.696678], [-2.002929, 2.408220, 0.894527], [-0.535046, 2.658137, 1.483846], [1.448957, -1.948106, 1.696008], [1.499178, -0.673333, 2.914564], [2.160043, -0.841081, 4.124693], [2.150688, 0.189642, 5.041323], [1.479454, 1.375168, 4.739703], [0.850386, 1.470474, 3.527123], [0.853245, 0.474770, 2.614855], [2.666045, -1.775907, 4.324120], [2.658681, 0.078875, 5.990960], [1.447910, 2.203345, 5.433555], [0.320837, 2.378817, 3.268338], [0.156366, -4.242237, -3.044879], [1.074737, -3.208034, -3.160077], [0.984951, -2.148931, -2.281487], [0.044452, -2.072210, -1.327148], [-0.833605, -3.080984, -1.220328], [-0.817368, -4.176316, -2.058765], [0.203162, -5.093303, -3.713114], [1.855235, -3.226858, -3.909125], [1.697614, -1.333149, -2.331989], [-1.566586, -3.008939, -0.425756], [-1.544911, -4.966639, -1.930887]],
  "forces_ev_per_a": [[0.2463, -0.2244, 0.2508], [0.0657, 0.2018, 0.1685], [-0.0227, -0.0499, 0.0735], [-0.0766, -0.0767, 0.0768], [-0.0536, -0.1057, 0.0270], [0.0971, -0.0029, -0.1510], [0.0552, -0.0706, -0.0174], [-0.0577, 0.0202, 0.0572], [-0.0463, 0.0025, -0.0611], [0.0742, 0.0069, -0.0227], [0.0007, 0.0449, -0.0338], [0.0399, -0.0028, -0.0073], [-0.0222, 0.0705, 0.0266], [0.0873, 0.0028, -0.0264], [-0.0870, -0.0731, -0.0094], [0.0101, 0.0662, 0.0503], [-0.3168, 0.2756, -0.3707], [-0.0950, 0.0286, -0.1158], [0.0964, -0.0609, 0.1251], [0.0075, 0.0049, 0.0265], [0.0274, 0.0089, 0.0629], [-0.0136, -0.0170, -0.1097], [-0.0692, 0.0750, -0.0126], [-0.0145, 0.0324, 0.0025], [-0.0057, -0.0095, -0.0248], [0.0092, -0.0383, -0.0086], [-0.0157, 0.0105, -0.0060], [-0.0011, -0.0479, -0.0545], [0.0572, -0.0491, -0.0477], [-0.0702, 0.0049, 0.0662], [0.0607, -0.0966, 0.0109], [0.0610, 0.0540, -0.0275], [-0.0126, -0.0878, 0.0027], [-0.0057, 0.0393, 0.0261], [-0.0387, 0.0024, 0.0344], [0.0682, 0.0451, -0.0307], [-0.0688, -0.0188, 0.0554], [0.0298, 0.0347, -0.0056]],
  "lowdin_charge": [1.32, -0.06, -0.22, -0.17, -0.21, -0.07, 0.09, 0.11, 0.13, 0.12, 0.13, 0.13, 0.13, 0.12, 0.11, 0.06, 0.64, -0.73, -0.06, 0.00, -0.03, -0.12, -0.15, 0.12, 0.13, 0.12, 0.11, 0.00, -0.01, -0.12, -0.15, -0.12, -0.01, 0.13, 0.13, 0.12, 0.12, 0.13],
  "lumo_ev": [-7.257, -7.235],
  "spin_multiplicity": 2,
  "charge": 2,
  "homo_energy_ev": [-14.30, -14.31],
  "total_energy_ha": -1598.65868
}


{
  "formula": "C13H19CeN7O5",
  "method": "ωB97M-V/def2-TZVPD",
  "elements": ["Ce", "O", "C", "C", "C", "N", "C", "C", "C", "O", "O", "C", "O", "O", "H", "H", "H", "N", "N", "H", "H", "H", "H", "C", "N", "C", "N", "C", "N", "C", "N", "C", "C", "H", "H", "H", "H", "H", "H", "H", "H", "H", "H", "H", "H"],
  "positions_angstrom": [[-0.960250, 1.072274, -0.068459], [-4.433068, -4.152708, 0.056444], [-3.636527, -3.109698, -0.020571], [-3.225487, -2.545027, -1.243048], [-2.377822, -1.469967, -1.207086], [-1.936873, -0.964929, -0.041095], [-2.374857, -1.455108, 1.136865], [-3.214448, -2.531882, 1.193719], [-1.894724, -0.631705, 2.342425], [-2.121138, -0.985342, 3.455004], [-1.266874, 0.482585, 1.976267], [-1.897006, -0.682127, -2.434540], [-2.153208, -1.061432, -3.533015], [-1.224670, 0.411692, -2.102589], [-4.691020, -4.494254, -0.811192], [-3.556780, -2.928923, -2.200555], [-3.546715, -2.923466, 2.146580], [-3.433338, 1.878248, 0.128370], [-2.582402, 3.056504, 0.197422], [-4.340412, 2.092624, -0.274558], [-3.596266, 1.548007, 1.079695], [-2.873669, 3.679097, 0.947301], [-2.724297, 3.574538, -0.667542], [1.899596, -0.685793, 0.582214], [3.334221, -0.718531, 0.603392], [3.850609, -0.611304, -0.766385], [3.421263, 0.649970, -1.383477], [1.988237, 0.687245, -1.424213], [1.393134, 0.606474, -0.030524], [1.983711, 1.734970, 0.784640], [3.417406, 1.688704, 0.798905], [3.841381, 0.410316, 1.389790], [3.919593, 1.769749, -0.579450], [1.511367, -0.761346, 1.600462], [1.518036, -1.517089, -0.014172], [3.492873, -1.451445, -1.362973], [4.938232, -0.637324, -0.737354], [1.610374, -0.154654, -2.005879], [1.658745, 1.620305, -1.895646], [1.609633, 1.650242, 1.810183], [1.661275, 2.691572, 0.346998], [3.473747, 0.341662, 2.414665], [4.928950, 0.374677, 1.402379], [5.007282, 1.739975, -0.560846], [3.602206, 2.712637, -1.028540]],
  "forces_ev_per_a": [[0.2578, 0.6960, -0.1607], [0.0128, 0.0356, 0.0821], [0.0297, 0.0348, -0.1013], [0.1411, 0.0520, -0.1524], [0.1415, 0.1576, -0.0525], [-0.2956, 0.0688, -0.0198], [0.1895, 0.1972, 0.0688], [0.1162, 0.0528, 0.2169], [-0.8913, -1.6220, 0.3383], [0.1580, 0.2799, -0.0247], [0.3576, 0.6282, -1.3502], [-0.9202, -1.5478, -0.2952], [0.1727, 0.2875, 0.0151], [0.3576, 0.7011, 1.3907], [-0.0288, -0.0530, -0.0244], [-0.0081, -0.0043, 0.0096], [-0.0246, -0.0099, -0.0268], [0.4985, 0.0960, 0.3317], [-0.3252, -0.2717, -0.1364], [-0.0252, -0.1207, -0.2263], [-0.1152, 0.1869, 0.0012], [0.1739, 0.0412, 0.1628], [0.0541, 0.0473, -0.0482], [0.0407, -0.2637, 0.1581], [-0.0304, 0.0440, -0.0349], [0.0096, 0.0277, 0.0344], [-0.0365, 0.0274, 0.0284], [0.1497, 0.0501, -0.2462], [-0.0617, 0.0151, -0.0139], [0.1362, 0.1155, 0.1175], [-0.0270, 0.0399, -0.0156], [0.0098, -0.0132, -0.0284], [0.0068, -0.0361, 0.0113], [-0.0338, 0.0568, -0.0082], [-0.0311, 0.0310, -0.0300], [0.0030, 0.0074, 0.0082], [-0.0016, -0.0304, -0.0193], [-0.0572, 0.0057, 0.0289], [-0.0277, 0.0017, 0.0318], [-0.0689, -0.0047, -0.0236], [-0.0280, -0.0172, -0.0141], [0.0087, -0.0004, -0.0101], [-0.0024, -0.0020, 0.0298], [-0.0043, 0.0162, -0.0050], [0.0195, -0.0045, 0.0026]],
  "lowdin_charge": [1.58, 0.17, -0.23, 0.13, -0.12, -0.02, -0.12, 0.14, -0.49, 0.21, -0.16, -0.49, 0.20, -0.16, 0.15, 0.16, 0.16, -0.02, -0.06, 0.14, 0.11, 0.13, 0.13, -0.13, -0.07, -0.12, -0.07, -0.15, -0.23, -0.17, -0.07, -0.12, -0.12, 0.14, 0.15, 0.14, 0.14, 0.14, 0.14, 0.15, 0.14, 0.14, 0.14, 0.14, 0.14],
  "lumo_ev": -9.225,
  "charge": 2,
  "homo_energy_ev": -14.99,
  "total_energy_ha": -1740.91049
}


Across the entries above, relative energy (zero: lowest compared OMol25 entry of this formula, charge and spin) takes the values 19.1 7.7 0.0 kcal/mol, respectively.